1.
Computed, not measured: an isolated ion of composition C4H10NO and charge +1, with ωB97M-V/def2-TZVPD.

Calculated values
Multiplicity   1
Total charge   +1
Kohn-Sham gap (alpha / beta)   9.10 / 7.38 eV
LUMO (alpha / beta)   -7.1 / -8.4 eV

Last column: Mulliken charge in e.
Cartesian coordinates (Å):
C  1.26  1.34  0.12  -1.274
C  1.60  -1.18  0.28  -1.227
C  -2.81  -0.15  -0.03  -0.541
C  0.91  0.00  -0.46  0.650
N  -1.60  0.37  0.25  0.015
O  -0.40  -0.32  -0.61  -0.070
H  0.69  2.13  -0.38  0.376
H  2.32  1.53  -0.02  0.422
H  1.03  1.38  1.18  0.349
H  1.33  -2.13  -0.18  0.372
H  1.28  -1.18  1.32  0.351
H  2.68  -1.05  0.22  0.381
H  -3.30  -0.27  0.95  0.316
H  -2.84  -1.05  -0.65  0.357
H  -3.42  0.66  -0.48  0.321
H  1.27  -0.08  -1.51  0.202

=====

2.
Computed, not measured: a 2-piece molecular cluster, C4H10NO2 overall, with ωB97M-V/def2-TZVPD.

Calculated values
Multiplicity   1
Total charge   -1
Kohn-Sham gap   7.16 eV
LUMO   4.2 eV

Last column: Mulliken charge in e.
Cartesian coordinates (Å):
C  -0.36  1.03  -1.22  -0.598
O  -0.25  0.08  -0.19  -0.741
C  0.57  0.69  -2.41  -0.274
N  0.61  1.75  -3.43  -0.573
H  -1.37  1.09  -1.62  0.193
H  -0.05  2.03  -0.86  0.240
H  1.63  0.55  -2.05  0.229
H  0.18  -0.29  -2.80  0.187
H  1.01  1.50  -4.32  0.184
H  -0.29  2.08  -3.72  0.191
O  0.33  -2.35  3.01  -0.574
C  0.18  -1.32  2.35  0.206
C  -0.95  -0.34  2.56  -0.631
H  0.85  -1.06  1.44  0.287
H  -1.78  -0.79  3.13  0.270
H  -1.19  -0.03  1.50  0.192
H  -0.55  0.51  3.13  0.213

=====

Asked for E across the records above, the calculation gives -7835.0055, -9894.3843 eV in order.
Asked for energy above the lowest of the compared OMol25 structures with the same formula, charge and spin across the records above, the calculation gives 145.5, 70.6 kcal/mol in order.